1.
C6H13N | the ωB97M-V functional and the def2-TZVPD basis

CARTESIAN COORDINATES (ANGSTROEM)
C 1.78623 0.38714 -0.09856
C 0.77453 -0.75466 -0.00930
C -0.61577 -0.16453 0.22930
C -1.51746 -0.23335 -0.75325
C -2.91684 0.34710 -0.69229
C -0.92654 0.24114 1.65378
N 3.13333 -0.05666 -0.44437
H 1.40963 1.08741 -0.84531
H 1.81145 0.93095 0.86031
H 1.02938 -1.46386 0.77792
H 0.74482 -1.21242 -0.99644
H -1.19525 -0.47565 -1.75862
H -3.23808 0.66735 0.29526
H -3.04673 1.16496 -1.40119
H -3.61321 -0.43857 -1.00270
H -1.06879 -0.63540 2.28501
H -0.11337 0.84354 2.05660
H -1.82635 0.85145 1.70961
H 3.66561 -0.31092 0.36405
H 3.65561 0.68730 -0.91142

Atoms 1-2, force components in eV/Å:
0.21 0.15 0.79
-0.58 1.15 -0.41

## Properties
highest occupied orbital energy	-8.77	eV
SMILES string	C/C=C(\C)CCN
relative energy (zero: lowest compared OMol25 entry of this formula, charge and spin)	51.4	kJ/mol
LUMO	1.053	eV
charge	0

Atom-resolved charges from Mulliken, all expressed in e: -0.479 -0.735 0.733 -0.313 -1.107 -1.266 -0.606 0.416 0.216 0.303 0.278 0.289 0.323 0.269 0.290 0.259 0.306 0.374 0.226 0.225

=====

2.
C6H13N | the ωB97M-V functional and the def2-TZVPD basis

CARTESIAN COORDINATES (ANGSTROEM)
C -0.73749 -2.48658 -0.41944
C -0.39717 -1.10934 -1.00364
N -1.10668 1.66459 -0.60893
C -0.09011 1.08130 0.15954
C 0.29811 -0.19694 -0.03212
C 1.61272 -0.73223 0.45870
C 0.45063 1.94392 1.27491
H -0.21516 -2.75266 0.50041
H -1.80400 -2.59571 -0.17369
H -0.58360 -3.31932 -1.11650
H -1.33364 -0.69696 -1.37356
H 0.26611 -1.29909 -1.85370
H -1.93370 1.09610 -0.73822
H -1.39247 2.57582 -0.28617
H 2.26356 0.00143 0.91358
H 2.13105 -1.20127 -0.37768
H 1.51496 -1.51017 1.21740
H 1.50435 1.78177 1.46573
H -0.09812 1.74806 2.19184
H 0.30267 2.98095 0.95558

Atoms 1-2, force components in eV/Å:
-0.78 -0.94 0.28
0.04 -0.50 0.02

## Properties
highest occupied orbital energy	-7.57	eV
SMILES string	CC/C(C)=C(/C)N
relative energy (zero: lowest compared OMol25 entry of this formula, charge and spin)	45.3	kJ/mol
LUMO	1.014	eV
charge	0

Atom-resolved charges from Mulliken, all expressed in e: -1.095 -0.315 -0.591 0.673 0.288 -1.519 -1.292 0.287 0.290 0.305 0.227 0.375 0.202 0.222 0.345 0.310 0.305 0.360 0.251 0.372

=====

3.
C6H13N | the ωB97M-V functional and the def2-TZVPD basis

CARTESIAN COORDINATES (ANGSTROEM)
C -1.25457 2.55552 -0.34429
C -1.73712 1.28870 0.41364
C -1.67287 0.09289 -0.56446
C -0.20203 -0.27836 -0.86973
C 0.50244 -1.10882 -0.03539
N 1.88055 -1.15428 0.09442
C 2.66155 -2.34405 0.89810
H -1.64740 2.66123 -1.41044
H -0.18583 2.50398 -0.43383
H -1.45751 3.52500 0.25893
H -1.16285 1.23293 1.33708
H -2.80034 1.45559 0.57827
H -2.22646 -0.79650 -0.20219
H -2.13245 0.25334 -1.49993
H 0.37118 0.44100 -1.47257
H -0.12085 -1.82411 0.44910
H 2.51603 -0.72750 -0.59085
H 3.66556 -1.99170 1.22791
H 2.13406 -2.50047 1.85419
H 2.86892 -3.28437 0.31207

Atoms 1-2, force components in eV/Å:
-0.56 1.38 0.17
-0.51 1.46 -1.96

## Properties
highest occupied orbital energy (alpha / beta)	-14.36 / -15.34	eV
relative energy (zero: lowest compared OMol25 entry of this formula, charge and spin)	136.4	kJ/mol
LUMO (alpha / beta)	-3.448 / -6.916	eV
charge	+1
2S+1	2

Atom-resolved charges from Mulliken, all expressed in e: -1.136 -0.236 -0.765 -0.441 0.181 -0.190 -0.747 0.312 0.323 0.310 0.289 0.307 0.405 0.408 0.304 0.410 0.312 0.322 0.321 0.311

=====

4.
C6H13N2 | the ωB97M-V functional and the def2-TZVPD basis

CARTESIAN COORDINATES (ANGSTROEM)
C -0.68814 1.36898 0.62317
C -0.01581 0.25112 0.43205
C -2.08429 1.35658 0.03598
C -2.08268 0.07409 -0.80119
C -1.25768 -1.82756 0.56703
C 3.23081 -0.18053 0.20976
N -0.89256 -0.70638 -0.31266
N 4.04337 0.61478 -0.43566
H -0.32255 2.22652 1.15470
H -2.83082 1.33214 0.83147
H -2.26695 2.23935 -0.57434
H -2.98660 -0.52015 -0.68640
H -1.93832 0.30078 -1.85728
H -1.82369 -2.57824 0.02128
H -0.35109 -2.27676 0.97087
H -1.85166 -1.44839 1.39330
H 3.13586 -1.21148 -0.09122
H 2.60955 0.20337 1.00666
H 4.15239 1.58282 -0.16014
H -0.37259 -1.08614 -1.10607
H 4.59346 0.28512 -1.22129

Atoms 1-2, force components in eV/Å:
-0.81 -0.22 -0.50
2.42 -0.22 0.18

## Properties
highest occupied orbital energy (alpha / beta)	-11.12 / -11.12	eV
relative energy (zero: lowest compared OMol25 entry of this formula, charge and spin)	369.2	kJ/mol
LUMO (alpha / beta)	-4.659 / -4.659	eV
charge	+1

Atom-resolved charges from Mulliken, all expressed in e: -0.608 -0.336 -0.620 -0.516 -0.972 -0.114 0.112 -0.185 0.425 0.284 0.354 0.279 0.337 0.370 0.354 0.359 0.297 0.316 0.283 0.307 0.276

=====

5.
C6H13N2O | the ωB97M-V functional and the def2-TZVPD basis

CARTESIAN COORDINATES (ANGSTROEM)
C 0.51595 -0.70938 -0.05057
C -0.67381 0.50640 0.11164
C 1.93694 -0.54784 0.44431
C 0.60707 -1.05248 -1.49661
C -1.06489 1.35908 -1.04129
C -0.45104 1.25474 1.41562
N -0.35255 -1.60712 0.75844
N -1.63399 -0.51141 0.38619
O -2.69210 -0.72541 0.77743
H 2.29308 0.43758 0.18218
H 2.49287 -1.33259 -0.13010
H 2.10628 -0.60318 1.59893
H -0.35647 -1.08406 -1.98988
H 0.93894 -2.03732 -1.62321
H 1.26304 -0.30955 -1.97019
H -0.36830 2.26562 -1.21293
H -2.04277 1.74862 -0.80712
H -1.01786 0.92528 -2.04553
H -0.35444 0.62769 2.30536
H -1.43761 1.86237 1.76756
H 0.38053 1.88770 1.19761
H -0.08888 -2.35475 1.42212

Atoms 1-2, force components in eV/Å:
-1.78 0.95 1.10
3.30 -0.33 -1.02

## Properties
highest occupied orbital energy (alpha / beta)	-14.39 / -14.39	eV
SMILES string	CC1(C)N[N+](=O)C1(C)C
relative energy (zero: lowest compared OMol25 entry of this formula, charge and spin)	688.0	kJ/mol
LUMO (alpha / beta)	-6.572 / -6.570	eV
charge	+1

Atom-resolved charges from Mulliken, all expressed in e: 1.428 0.795 -1.363 -1.798 -1.359 -1.520 -0.421 0.568 -0.331 0.379 0.397 0.359 0.510 0.500 0.349 0.326 0.431 0.329 0.398 0.361 0.410 0.251

=====

6.
C6H13N2O2 | the ωB97M-V functional and the def2-TZVPD basis

CARTESIAN COORDINATES (ANGSTROEM)
C -1.04593 0.99756 -0.11670
C -2.49310 0.48880 0.04773
C -2.37008 -0.96571 -0.41346
C -0.87032 -1.28734 -0.06644
C 2.00376 -0.08298 1.30476
C 1.71879 0.05593 -0.20376
N -0.17565 0.03519 -0.11833
N 1.85099 1.27693 -0.80450
O -0.68211 2.25074 -0.06577
O 2.04252 -0.99289 -0.99068
H -2.61516 0.67922 1.05208
H -3.17294 1.01418 -0.58386
H -3.13517 -1.46755 0.12416
H -2.73502 -1.27231 -1.48798
H -1.00948 -1.81572 0.94915
H -0.51767 -1.85090 -0.87599
H 3.10207 -0.39410 1.43380
H 1.56864 -0.89403 1.80244
H 1.60737 0.67229 1.95236
H 2.49687 1.85293 -0.28620
H 1.88573 1.09480 -1.79851
H 0.21273 2.27227 -0.49884
H 2.33316 -1.66731 -0.35546

Atoms 1-2, force components in eV/Å:
0.07 -1.12 0.48
2.30 0.44 -3.48

## Properties
highest occupied orbital energy	-14.39	eV
relative energy (zero: lowest compared OMol25 entry of this formula, charge and spin)	207.0	kJ/mol
LUMO	-2.767	eV
charge	+1

Atom-resolved charges from Mulliken, all expressed in e: 0.333 -0.561 -0.635 -0.548 -1.581 0.849 -0.005 -0.585 -0.487 -0.479 0.355 0.356 0.348 0.277 0.252 0.402 0.397 0.502 0.434 0.266 0.244 0.464 0.402